Entry 1:
Here is 2 unconnected molecules or ions with the total composition C21H33F4N6O2P in a non-equilibrium geometry from the OMol25 dataset. Energies are from ωB97M-V/def2-TZVPD.

Element x y z (Å)
N 3.7129 -4.4192 2.2771
C 3.4790 -4.6406 1.0223
C 3.2448 -4.8454 -0.6218
C 1.6659 -4.4867 -0.8787
O 1.1529 -3.4707 0.0993
C 0.1516 -2.5961 -0.5220
C -1.3203 -2.4956 0.2536
C -2.4733 -1.4855 -0.3712
C -2.2582 -0.5424 -1.7183
C -0.8215 -0.6618 -2.4984
C 0.3314 -1.6729 -1.8623
C 4.3149 -3.9712 -1.5309
C 3.8952 -4.1082 -3.1447
N 3.5067 -4.0140 -4.3802
C 4.1290 -2.3966 -1.0493
C 4.9472 -1.3052 -1.9563
N 6.2737 -0.8453 -1.3147
C 5.8372 -4.5006 -1.2206
F 6.5793 -3.6410 -0.2233
F 5.8816 -5.8835 -0.6109
C 6.8263 -4.5937 -2.5345
F 6.9574 -3.3377 -3.3074
F 6.5508 -5.8030 -3.3985
H 3.3393 -6.0227 -0.7967
H 1.0620 -5.4792 -0.5996
H 1.3761 -4.2493 -1.9857
H -1.5817 -3.1144 1.2351
H -3.5292 -1.3597 0.1664
H -3.0511 0.2003 -2.1542
H -0.5543 -0.0447 -3.4811
H 1.3595 -1.6962 -2.4680
H 2.9897 -2.0408 -1.0645
H 4.4770 -2.2152 0.0783
H 5.0982 -1.5964 -3.0794
H 4.2763 -0.3172 -1.9692
H 6.4105 0.1194 -1.7410
H 5.9954 -0.6233 -0.3119
H 7.9142 -4.8080 -2.0889
O -4.0444 2.1823 0.0332
P -4.2487 3.1084 1.2570
N -3.9393 4.5259 0.3398
C -3.3455 5.7645 0.8302
C -5.0145 4.8684 -0.5957
N -2.7684 2.5715 1.9551
C -1.4939 2.9647 1.3594
C -2.7379 1.1208 2.1930
N -4.4836 4.1731 2.6640
C -3.7139 4.0649 3.9044
C -5.9098 4.1943 3.0162
H -4.0781 6.4013 1.3396
H -2.9283 6.3403 -0.0039
H -2.5175 5.5991 1.5201
H -5.8570 5.3335 -0.0716
H -5.3944 3.9823 -1.1128
H -4.6636 5.5561 -1.3729
H -1.4773 2.8168 0.2742
H -0.6578 2.4005 1.7907
H -1.2676 4.0069 1.5797
H -2.5299 0.5591 1.2793
H -3.7006 0.7785 2.5892
H -1.9783 0.8644 2.9396
H -3.8188 3.0785 4.3690
H -4.0436 4.8152 4.6333
H -2.6536 4.2809 3.7409
H -6.2222 3.2370 3.4481
H -6.5217 4.3777 2.1271
H -6.1364 4.9974 3.7259

Calculated values
**Kohn-Sham gap**: 6.864 eV
**Lowest unoccupied orbital energy**: -1.15 eV
**SMILES**: N#C[C@@H](COc1ccccc1)[C@@](C#N)(CCN)C(F)(F)C(F)F.CN(C)P(=O)(N(C)C)N(C)C

=====

Entry 2:
Here is 2 unconnected molecules or ions with the total composition C9H11FO3S in a non-equilibrium geometry from the OMol25 dataset. Energies are from ωB97M-V/def2-TZVPD.

Element x y z (Å)
C -3.6836 0.9736 -1.1169
C -2.5646 1.7121 -0.7863
C -3.5516 -0.3809 -1.3427
C -1.3061 0.9729 -0.4654
C -2.3534 -1.0061 -1.3608
C -1.2308 -0.3850 -0.8421
C 3.5903 0.3598 0.9777
C 2.8051 0.8991 1.8608
C 0.7553 -1.4214 0.6438
O 1.2750 0.1458 -1.4100
O 3.2737 -0.8274 0.3767
O 1.7791 0.4149 2.5739
F 1.5295 -2.6042 0.6290
S 0.3285 -1.1761 -1.0036
H -4.6512 1.4835 -1.1120
H -2.7190 2.7909 -0.5146
H -4.4654 -1.0060 -1.5533
H -0.4636 1.4500 0.0260
H -2.4121 -2.0708 -1.4466
H 4.2910 0.9279 0.4417
H 1.4569 0.4294 -0.4859
H 2.9710 1.8507 2.3029
H -0.0737 -1.6135 1.2541
H 3.9858 -1.5321 0.4013
H 1.4340 -0.3870 1.9522

Calculated values
**Kohn-Sham gap**: 8.392 eV
**Lowest unoccupied orbital energy**: 0.24 eV
**ΔE to the lowest compared entry with this formula, charge and spin**: 55.3 kcal per mole